The following is a DFT calculation (ωB97M-V with the def2-TZVPD basis set) of C25H28AsNO7OsS2 as an isolated structure in a non-equilibrium geometry.

Its strongest force on any atom is 1.02 eV/A. As for the HOMO energy (spin up / spin down): -14.11 / -14.09 eV. Its molar mass is 783.8 g mol⁻¹. As for the energy: -4673.04297 hartree. The LUMO energy (spin up / spin down) is -7.94 / -7.95 eV. Its total charge is +2. For the orbital gap (spin up / spin down), the calculation gives 6.17 / 6.15 eV.

Element x y z (Å)
Os1 -0.405 -0.056 -0.636
As1 -0.056 -0.646 1.980
S1 -0.543 2.508 0.888
S2 2.470 0.481 0.790
O1 -0.651 3.923 0.893
O2 -0.062 -1.639 3.381
O3 1.724 -0.362 1.930
O4 0.653 1.937 1.517
O5 -0.375 -1.589 0.607
O6 1.707 0.244 -0.500
O7 -0.683 1.953 -0.537
N1 -2.364 -0.441 -0.897
C1 3.449 -2.967 1.279
C2 -2.519 -0.114 3.206
C3 -3.736 0.538 3.408
C4 3.100 3.096 -3.206
C5 5.112 2.463 -1.339
C6 -5.710 0.268 -0.851
C7 3.112 -4.278 0.976
C8 5.417 2.493 -2.674
C9 -5.145 -1.426 -2.649
C10 -4.912 -0.996 -1.194
C11 3.479 2.823 0.433
C12 -5.254 -2.139 -0.225
C13 3.788 2.770 -0.911
C14 -1.557 0.486 2.408
C15 3.522 -2.014 0.269
C16 3.259 -2.376 -1.045
C17 4.411 2.811 -3.596
C18 2.919 -3.687 -1.348
C19 -3.475 -0.685 -1.025
C20 -3.012 2.375 2.032
C21 2.782 3.076 -1.872
C22 -1.811 1.731 1.826
C23 3.898 -0.594 0.609
C24 2.846 -4.636 -0.338
C25 -3.983 1.766 2.828
H1 -3.176 3.355 1.603
H2 2.355 3.342 -3.949
H3 -4.923 2.271 3.004
H4 3.321 -1.638 -1.836
H5 2.596 -5.661 -0.577
H6 -4.482 0.075 4.040
H7 5.874 2.243 -0.600
H8 -5.064 -1.852 0.809
H9 4.662 2.845 -4.650
H10 -5.453 1.096 -1.511
H11 4.489 -0.126 -0.181
H12 0.806 -1.925 3.700
H13 -2.339 -1.068 3.679
H14 4.249 2.702 1.189
H15 2.725 -3.970 -2.374
H16 -4.457 -2.215 -2.951
H17 2.539 3.249 0.765
H18 -6.314 -2.368 -0.330
H19 3.073 -5.021 1.761
H20 -6.770 0.047 -0.977
H21 1.777 3.300 -1.534
H22 -4.683 -3.039 -0.452
H23 4.442 -0.509 1.553
H24 -5.038 -0.584 -3.333
H25 -5.543 0.572 0.183
H26 3.678 -2.691 2.303
H27 6.420 2.284 -3.018
H28 -6.161 -1.810 -2.733